8
Properties=species:S:1:pos:R:3:forces:R:3 method="wB97M-V/def2-TZVPD" charge=0 e_lumo_ev=-0.68 energy_ev=-23564.787 relative_energy_kcal_mol=86.97 largest_force_ev_per_a=2.189
C -0.38206 0.00340 -0.19365 0.3987 -0.5253 -0.0921
C -0.51892 -0.53618 -1.35732 -0.4701 0.3334 -0.6333
C -1.08898 -3.01120 -1.05253 -0.5521 -0.5212 -0.4797
N -0.87163 -0.97687 -2.44397 0.8154 1.6932 -0.6516
S -1.85366 -2.30550 -2.35450 -0.0675 -1.9563 0.9797
I -1.91401 -4.83301 -0.46617 -0.1487 0.0486 -0.1082
H 0.44430 -0.34427 0.40409 -0.1071 0.3597 0.4330
H -1.24836 0.56297 0.10117 0.1313 0.5680 0.5522